# 1
Below is C40H37BrCdCl5N4O2PS4 as an isolated structure, with properties calculated with ωB97M-V with the def2-TZVPD basis set.

Positions of all 95 atoms, in Å:
Cd: -0.7895 0.9310 -1.6987
C: 0.2935 3.6474 5.4780
C: 0.4480 3.6348 3.9765
O: -0.2507 2.4862 3.4889
P: -0.4218 2.2616 1.8860
S: -1.2747 0.5030 1.6692
S: 1.2263 2.6556 0.8999
O: -1.4547 3.4277 1.4815
C: -2.8483 3.3879 1.8506
C: -3.0920 3.9898 3.2243
H: 0.8399 4.4959 5.9016
H: 0.6918 2.7237 5.9090
H: -0.7593 3.7325 5.7604
H: 1.4923 3.5767 3.6833
H: 0.0350 4.5407 3.5320
H: -3.2081 2.3628 1.8019
H: -3.3631 3.9664 1.0863
H: -2.6757 3.3531 4.0078
H: -4.1690 4.0968 3.3957
H: -2.6282 4.9775 3.2925
Br: -7.0830 -3.4282 -0.1753
C: -5.8385 -1.9960 -0.3732
C: -6.2770 -0.7615 -0.8124
C: -5.3680 0.2805 -0.9676
C: -4.0013 0.1092 -0.6828
C: -3.6026 -1.1507 -0.2102
C: -4.5003 -2.1972 -0.0661
N: -3.0533 1.1002 -0.8984
C: -3.4599 2.3858 -0.8391
C: -2.6108 3.4671 -1.0913
C: -3.0781 4.8086 -0.9783
C: -2.2091 5.8476 -1.1447
C: -0.8488 5.5759 -1.4135
C: -0.4637 4.2596 -1.5256
N: -1.2998 3.2171 -1.3986
H: -7.3215 -0.6128 -1.0499
H: -5.7196 1.2283 -1.3572
H: -2.5634 -1.2845 0.0537
H: -4.1619 -3.1677 0.2746
H: -4.4635 2.6344 -0.5087
H: -4.1296 4.9792 -0.7628
H: -2.5604 6.8711 -1.0680
H: -0.1183 6.3684 -1.5319
H: 0.5702 4.0172 -1.7132
S: 1.8969 0.2954 -1.4816
C: 1.8548 -0.7701 -0.2207
N: 2.8319 -0.8549 0.6725
C: 2.9003 -1.9751 1.6179
C: 1.5343 -2.2558 2.1238
N: 0.6568 -2.5494 0.9841
C: -0.2984 -3.6445 1.2017
C: 0.3770 -4.9906 1.0497
C: 0.5479 -5.8278 2.1456
C: 1.2020 -7.0498 2.0105
C: 1.6968 -7.4377 0.7729
C: 1.5319 -6.6019 -0.3304
C: 0.8765 -5.3866 -0.1944
C: 0.6821 -1.7959 -0.1030
S: -0.3687 -1.9805 -1.3826
C: 4.0101 0.0200 0.6794
C: 5.2374 -0.6700 0.1195
C: 5.3218 -1.0043 -1.2331
C: 6.4580 -1.6254 -1.7323
C: 7.5265 -1.9231 -0.8898
C: 7.4472 -1.6035 0.4583
C: 6.3049 -0.9829 0.9574
H: 3.5548 -1.6962 2.4395
H: 3.3253 -2.8537 1.1293
H: 1.1391 -1.3877 2.6501
H: 1.5447 -3.1165 2.7912
H: -1.1021 -3.5288 0.4849
H: -0.7069 -3.5337 2.2074
H: 0.1589 -5.5263 3.1145
H: 1.3260 -7.6949 2.8730
H: 2.2056 -8.3886 0.6638
H: 1.9137 -6.9006 -1.3019
H: 0.7406 -4.7358 -1.0553
H: 4.1890 0.3113 1.7135
H: 3.7601 0.9132 0.1239
H: 4.4947 -0.7639 -1.8941
H: 6.5123 -1.8748 -2.7857
H: 8.4192 -2.3952 -1.2863
H: 8.2702 -1.8376 1.1240
H: 6.2455 -0.7286 2.0120
Cl: -3.0376 -0.7505 -3.7655
C: -1.8513 0.1674 -4.6606
C: -0.8928 0.8993 -3.9633
C: 0.0388 1.5558 -4.7593
Cl: 1.3246 2.4767 -3.9998
C: 0.0304 1.5215 -6.1506
Cl: 1.2366 2.3635 -7.0699
C: -0.9580 0.7937 -6.8041
Cl: -0.9996 0.7343 -8.5326
C: -1.9077 0.1063 -6.0532
Cl: -3.1316 -0.8173 -6.8566

Forces on the atoms, in the same order (eV/Å):
-0.678 0.401 0.110
0.037 0.024 0.169
-0.233 -0.130 0.006
0.178 -0.039 0.005
0.029 0.006 -0.062
0.368 -0.382 0.185
0.299 0.050 0.280
-0.519 0.244 0.286
0.170 0.209 0.399
0.100 -0.066 0.030
-0.054 -0.069 0.001
-0.048 0.109 -0.041
0.093 -0.008 -0.023
0.187 -0.063 -0.087
-0.089 0.079 -0.070
0.020 -0.147 0.025
0.097 -0.008 0.371
-0.028 0.054 -0.027
0.113 -0.017 -0.027
-0.052 -0.019 0.000
0.041 0.037 -0.011
0.081 -0.011 0.071
0.106 0.203 -0.014
-0.136 -0.163 0.021
-0.067 0.166 -0.125
-0.024 -0.095 -0.006
0.083 0.156 -0.068
-0.240 0.574 -0.071
0.084 -1.004 -0.385
0.507 0.086 -0.476
0.059 -0.050 -0.226
0.189 -0.028 -0.026
-0.196 0.165 0.003
-0.378 -0.332 0.026
0.154 0.432 -0.092
-0.017 0.021 -0.028
-0.003 -0.095 -0.025
-0.024 -0.069 -0.071
0.009 0.030 0.039
-0.094 -0.080 -0.013
0.095 -0.007 -0.044
0.021 -0.033 0.015
-0.101 -0.091 0.028
0.083 -0.088 -0.038
-0.156 0.156 -0.022
-0.564 -0.219 -0.195
0.465 -0.361 0.564
0.250 0.256 -0.323
-0.513 -0.072 -0.134
0.104 -0.267 0.667
0.117 0.070 -0.065
0.106 0.091 -0.017
-0.001 -0.062 0.003
0.003 0.027 -0.074
-0.056 0.095 -0.009
-0.012 0.003 0.052
-0.020 0.011 0.004
0.292 0.316 -0.524
0.094 -0.064 0.106
-0.002 -0.203 -0.137
0.044 0.000 0.094
-0.024 0.005 -0.018
0.033 -0.016 0.076
-0.067 0.042 -0.002
-0.096 0.019 -0.022
0.022 -0.008 -0.063
0.064 0.100 0.021
0.086 -0.076 -0.063
-0.162 0.118 0.130
-0.044 -0.032 -0.077
-0.117 0.040 -0.101
0.001 0.045 0.001
0.030 -0.020 -0.069
-0.011 0.036 -0.046
-0.021 0.053 0.006
-0.043 0.025 0.105
0.018 -0.064 0.117
-0.031 -0.007 0.077
-0.075 0.150 -0.133
0.065 -0.017 0.062
0.001 0.023 0.049
-0.082 0.013 0.029
-0.037 0.027 -0.033
0.012 -0.009 -0.066
0.124 0.081 0.063
0.094 0.054 0.016
0.127 -0.231 -0.195
-0.061 -0.020 0.122
-0.144 -0.076 0.087
0.102 0.085 -0.099
-0.137 -0.089 -0.019
-0.016 -0.017 -0.058
0.002 0.006 0.089
-0.046 -0.023 0.023
0.065 0.055 -0.012

The net charge is -1. Its molar mass is 1134.6 g/mol. The LUMO energy (spin up / spin down) comes out at 0.048 / 0.048 Ha. The value obtained for the energy above the lowest of the compared OMol25 structures with the same formula, charge and spin is 0.621 eV. The energy comes out at -241990.451 eV. The spin multiplicity is 2.

# 2
Below is an isolated ion of composition C9H11N2O2 and charge +1, with properties calculated with ωB97M-V with the def2-TZVPD basis set.

Positions of all 24 atoms, in Å:
N: 0.2693 2.1103 -1.0141
C: 0.3580 0.8616 -0.6723
C: 1.3724 -0.0417 -1.2876
C: 2.5568 -0.4157 -0.4073
C: 2.3795 -1.3743 0.4793
C: 0.9809 -1.8764 0.9635
C: -0.0270 -0.7490 1.2714
C: -0.3252 0.4213 0.5691
O: -1.2041 1.4058 1.0104
C: -2.5210 1.0188 0.9794
N: -3.1189 0.5564 -0.1757
C: -2.8643 -0.2400 -1.0201
O: -2.7911 -0.8872 -1.9694
H: 0.7523 2.4649 -1.8529
H: -0.3240 2.7146 -0.5075
H: 1.5956 0.3532 -2.2541
H: 0.8235 -0.9007 -1.6754
H: 3.5234 0.0302 -0.5713
H: 3.2602 -1.7421 1.0248
H: 0.5344 -2.5225 0.2455
H: 1.2218 -2.4267 1.7951
H: -0.5993 -1.0939 2.0766
H: -3.0471 2.0264 1.1842
H: -2.8061 0.3066 1.8085

Forces on the atoms, in the same order (eV/Å):
0.685 -0.951 -1.587
1.364 -0.389 2.253
-0.990 0.118 -0.878
-0.885 -0.336 -0.478
-0.337 -0.083 0.928
1.322 3.358 -2.204
0.718 0.795 -2.768
0.905 -1.230 0.539
1.874 -1.105 -0.701
-3.755 2.272 3.399
0.229 0.414 -0.227
-0.427 -0.120 -1.026
0.503 -1.119 -0.894
-0.356 -0.270 0.712
-0.848 0.794 0.642
1.020 0.843 -0.531
-0.053 -0.663 0.734
0.064 0.057 -0.287
-0.558 0.084 -0.111
-0.418 -0.740 -0.794
-0.197 -1.274 2.261
-1.141 0.529 1.404
0.609 -1.686 0.159
0.673 0.703 -0.546

The net charge is +1. Its molar mass is 179.2 g/mol. The LUMO energy comes out at -0.189 Ha. The value obtained for the energy above the lowest of the compared OMol25 structures with the same formula, charge and spin is 1.967 eV. Its SMILES is [NH2+]=C1CC=CCC=C1OCN=C=O. The energy comes out at -16577.644 eV.

# 3
Below is one molecule with the formula C22H21FN6O3S, with properties calculated with ωB97M-V with the def2-TZVPD basis set.

Positions of all 54 atoms, in Å:
O: -5.0699 -3.1970 -0.9854
C: -4.2649 -2.3102 -0.8680
N: -2.9295 -2.6208 -0.4943
C: -1.9085 -1.7467 -0.3064
C: -0.5934 -2.2721 0.1818
C: -0.4730 -1.9738 1.6865
C: 0.9028 -2.3932 2.1948
C: 1.9877 -1.6872 1.3865
N: 1.8170 -2.0133 -0.0075
S: 3.1502 -1.8016 -0.9906
O: 4.2695 -2.3615 -0.2942
O: 2.7990 -2.3117 -2.2810
C: 3.3550 -0.0237 -1.0937
C: 2.7120 0.6766 -2.0956
C: 2.8387 2.0557 -2.1454
C: 3.5979 2.7135 -1.1894
C: 4.2396 1.9995 -0.1879
C: 4.1176 0.6198 -0.1380
C: 0.5602 -1.5824 -0.5595
N: -2.0277 -0.4682 -0.4695
C: -3.2662 -0.0715 -0.8330
C: -4.3914 -0.8845 -1.0328
N: -5.4266 -0.0679 -1.3460
N: -5.0186 1.1332 -1.3466
N: -3.7109 1.1820 -1.0431
C: -2.9651 2.4131 -0.9701
C: -1.9168 2.2995 0.1035
C: -2.2762 2.1356 1.4357
C: -1.3149 1.9570 2.4139
C: 0.0288 1.9426 2.0761
C: 0.4137 2.1127 0.7580
C: -0.5632 2.2846 -0.2051
F: -0.1787 2.4442 -1.4891
H: -2.7600 -3.6113 -0.3576
H: -0.5251 -3.3511 0.0204
H: -1.2560 -2.5027 2.2337
H: -0.6143 -0.9009 1.8367
H: 1.0054 -2.1393 3.2502
H: 1.0249 -3.4709 2.0827
H: 2.9809 -2.0346 1.6713
H: 1.9202 -0.5987 1.5466
H: 2.1394 0.1335 -2.8298
H: 2.3413 2.6147 -2.9222
H: 3.6936 3.7884 -1.2269
H: 4.8351 2.5160 0.5499
H: 4.6191 0.0307 0.6133
H: 0.5631 -1.8630 -1.6133
H: 0.4262 -0.4942 -0.4731
H: -2.4984 2.6126 -1.9404
H: -3.6830 3.2089 -0.7525
H: -3.3233 2.1409 1.7004
H: -1.6143 1.8266 3.4424
H: 0.7791 1.8009 2.8391
H: 1.4520 2.1112 0.4647

Forces on the atoms, in the same order (eV/Å):
-0.225 -0.120 -0.059
0.000 0.039 0.039
0.079 -0.263 0.042
-0.009 0.151 -0.098
0.198 0.158 0.129
0.068 -0.266 0.025
-0.027 0.240 -0.166
0.272 -0.100 0.640
0.845 -0.165 -0.611
-0.202 -0.193 0.212
-0.027 0.313 0.175
-0.183 0.321 -0.061
-0.058 -0.696 0.008
-0.100 0.035 -0.163
0.019 -0.037 0.042
0.015 0.021 -0.043
-0.025 -0.037 0.030
0.125 0.031 0.184
-0.552 0.058 -0.467
0.390 0.101 -0.091
-0.814 -0.895 -0.070
1.111 0.796 0.176
-0.653 -0.708 -0.099
-0.498 1.163 -0.232
0.311 -1.028 0.181
0.212 0.428 -0.203
0.249 0.272 -0.008
0.159 0.101 -0.107
-0.085 -0.039 0.126
-0.038 0.001 -0.058
-0.024 0.013 -0.200
-0.189 0.148 0.298
-0.074 -0.072 0.015
-0.046 0.156 -0.026
-0.017 -0.013 -0.037
-0.055 0.056 0.023
-0.056 0.023 -0.010
0.036 -0.027 0.020
0.057 -0.071 0.065
-0.083 0.101 0.171
0.019 -0.029 0.007
-0.092 -0.009 -0.143
-0.048 0.041 -0.073
0.012 0.089 -0.009
0.060 0.027 0.052
0.108 -0.003 0.118
-0.198 0.098 0.009
0.021 -0.090 -0.015
-0.127 0.029 0.176
0.098 -0.118 -0.047
-0.142 -0.020 0.021
-0.032 0.000 0.100
0.087 0.001 0.072
0.129 -0.011 -0.060

Its molar mass is 468.5 g/mol. The LUMO energy comes out at 0.016 Ha. The value obtained for the energy above the lowest of the compared OMol25 structures with the same formula, charge and spin is 0.000 eV. Its SMILES is O=c1[nH]c([C@@H]2CCCN(S(=O)(=O)c3ccccc3)C2)nc2c1nnn2Cc1ccccc1F. The energy comes out at -51791.013 eV.

# 4
Below is C32H31N6O2Se2SiTl as an isolated structure, with properties calculated with ωB97M-V with the def2-TZVPD basis set.

Positions of all 75 atoms, in Å:
Tl: 0.6814 -0.0942 -0.0092
O: 0.9001 -2.7968 3.6523
C: 1.0735 -1.9276 2.7834
N: 0.1919 -1.4153 1.9282
C: -1.1548 -1.8074 1.9742
C: -1.8193 -2.1335 3.1593
C: -3.1734 -2.4284 3.1662
C: -3.8899 -2.4028 1.9790
C: -3.2528 -2.0792 0.7916
C: -1.8882 -1.7752 0.7635
N: -1.2238 -1.3267 -0.3873
C: -1.6548 -1.6276 -1.6200
O: -2.5228 -2.4462 -1.9426
C: -0.9900 -0.8343 -2.7316
C: -1.5755 -0.8166 -3.9870
C: -1.0430 0.0214 -4.9555
C: 0.0576 0.8007 -4.6496
C: 0.5961 0.7013 -3.3763
N: 0.0865 -0.1020 -2.4490
C: 2.4815 -1.3593 2.6704
C: 3.4843 -1.9096 3.4626
C: 4.7605 -1.3830 3.3783
C: 4.9967 -0.3244 2.5141
C: 3.9397 0.1493 1.7527
N: 2.7134 -0.3577 1.8274
H: -1.2497 -2.1613 4.0751
H: -3.6623 -2.6797 4.1008
H: -4.9492 -2.6338 1.9695
H: -3.8025 -2.0619 -0.1359
H: -2.4505 -1.4271 -4.1556
H: -1.5066 0.0917 -5.9323
H: 0.4585 1.5243 -5.3445
H: 1.4536 1.2905 -3.0790
H: 3.2255 -2.7271 4.1191
H: 5.5648 -1.7939 3.9779
H: 5.9794 0.1157 2.4088
H: 4.0821 0.9472 1.0348
Se: -0.6419 4.5476 -4.5304
Se: 3.7624 0.0184 -1.5746
C: 3.2110 -1.7158 -1.1638
C: 4.0265 -2.8400 -1.4248
C: 3.5802 -4.1053 -1.1383
C: 2.3088 -4.2858 -0.5873
C: 1.5596 -3.1610 -0.3393
N: 1.9982 -1.9238 -0.6076
C: -1.9294 3.5626 -3.5599
C: -3.2972 3.6531 -3.9073
C: -4.2392 2.9103 -3.2335
C: -3.8289 2.0493 -2.2171
C: -2.4737 2.0033 -1.9461
N: -1.5488 2.7348 -2.5688
H: 5.0020 -2.6704 -1.8573
H: 4.2141 -4.9615 -1.3421
H: 1.9156 -5.2643 -0.3518
H: 0.5687 -3.2203 0.0946
H: -3.5771 4.3203 -4.7112
H: -5.2886 2.9892 -3.5006
H: -4.5209 1.4205 -1.6722
H: -2.1062 1.3195 -1.1832
C: 0.6822 1.9966 3.3572
Si: -0.1556 2.6129 1.7937
C: -1.9292 2.0058 1.7846
C: -0.1764 4.4969 1.8352
C: 0.7463 2.0453 0.2694
H: 0.1921 2.4123 4.2426
H: 1.7376 2.2791 3.3840
H: 0.6251 0.9074 3.4115
H: -2.4486 2.3095 2.6981
H: -1.9839 0.9143 1.7261
H: -2.4759 2.4171 0.9332
H: -0.7281 4.8709 2.7026
H: -0.6490 4.8907 0.9324
H: 0.8393 4.8985 1.8803
H: 1.8102 2.2856 0.2755
H: 0.3007 2.4671 -0.6378

Forces on the atoms, in the same order (eV/Å):
0.114 -0.083 0.078
0.003 -0.017 -0.020
-0.012 0.065 0.047
-0.058 -0.034 -0.010
0.005 -0.010 0.008
-0.004 -0.002 0.008
0.012 0.005 0.004
0.001 0.000 -0.018
0.003 -0.005 0.007
0.002 0.030 -0.024
-0.089 0.026 0.001
0.125 -0.120 0.007
-0.050 0.050 0.010
-0.030 0.033 0.014
0.000 0.002 -0.013
-0.014 -0.011 0.002
-0.002 0.020 0.009
0.014 -0.004 -0.003
0.000 -0.010 -0.011
0.000 -0.064 -0.055
-0.009 0.019 0.015
0.014 0.009 -0.015
-0.002 -0.056 0.014
0.042 0.128 0.080
0.035 0.021 0.088
0.003 0.001 0.002
-0.003 -0.001 -0.002
-0.001 -0.001 0.004
-0.002 -0.001 -0.014
0.001 -0.001 0.000
0.000 0.001 -0.001
0.001 -0.003 -0.002
-0.007 0.003 0.000
-0.008 -0.001 -0.002
0.001 0.001 0.007
-0.002 0.004 0.000
-0.019 -0.015 0.067
0.002 0.029 0.024
-0.005 -0.039 -0.162
-0.014 -0.011 -0.016
0.006 -0.002 -0.001
0.005 -0.003 0.000
0.005 0.001 0.006
-0.021 0.008 -0.005
-0.011 0.019 -0.074
0.012 -0.114 -0.097
-0.002 0.048 0.035
-0.003 0.000 -0.001
0.009 -0.041 -0.028
-0.014 0.028 0.016
-0.012 0.029 0.038
0.000 0.001 -0.002
0.000 0.001 -0.002
0.000 -0.001 0.001
0.002 -0.001 0.002
-0.003 0.000 0.002
0.000 -0.006 -0.003
-0.003 0.005 0.004
0.028 0.049 0.036
0.000 -0.003 -0.013
0.009 0.018 -0.047
-0.001 -0.017 0.008
-0.003 -0.002 0.010
-0.063 0.012 -0.030
0.006 -0.006 0.003
0.007 -0.003 0.003
0.000 -0.008 0.006
0.009 0.009 0.004
-0.001 0.004 -0.002
-0.008 -0.004 -0.008
-0.001 0.003 0.002
0.002 -0.002 -0.002
-0.001 -0.002 -0.001
0.000 0.024 0.026
0.003 -0.006 -0.009

The net charge is -2. Its molar mass is 922.0 g/mol. The LUMO energy comes out at 0.154 Ha. The value obtained for the energy above the lowest of the compared OMol25 structures with the same formula, charge and spin is 0.000 eV. The energy comes out at -189990.991 eV.